Entry 1:
Molecular formula: C4H7NO2
Method: DFT, wB97M-V/def2-TZVPD

The value obtained for the total energy is -9845.1192 eV. For the highest occupied orbital energy, the calculation gives -10.6 eV. The SMILES is C[C@H]1CNC(=O)O1. As for the spin multiplicity: 1. The calculation puts the largest force on an atom at 4.4 eV Å⁻¹.

Atoms and positions in Å:
O -1.121 -0.250 0.830
O -0.348 -1.200 2.711
N 0.970 -1.205 0.745
C -0.576 0.195 -0.412
C -0.175 -0.920 1.561
C -0.288 1.675 -0.364
C 0.686 -0.630 -0.582
H -1.201 2.227 -0.140
H 1.572 -0.193 -1.027
H 0.450 -1.538 -1.248
H 0.457 1.896 0.410
H 0.753 -1.994 0.051
H -1.279 -0.069 -1.203
H 0.102 2.003 -1.332

Forces on atoms 1 to 3 (eV/Å):
O 0.25 0.10 0.14
O 0.35 0.06 -0.78
N -0.52 -1.39 -1.09


Entry 2:
Molecular formula: C2H12N2O2
Method: DFT, wB97M-V/def2-TZVPD

The value obtained for the total energy is -9342.9590 eV. For the highest occupied orbital energy, the calculation gives -9.7 eV. The SMILES is CNCN.O.O. As for the spin multiplicity: 1. The calculation puts the largest force on an atom at 4.7 eV Å⁻¹.

Atoms and positions in Å:
O 2.217 -1.518 0.223
O -3.941 -0.823 0.243
N -0.727 -0.587 0.231
N 0.999 0.946 -0.743
C 1.884 1.498 0.389
C -0.401 0.715 -0.446
H -0.423 -0.382 1.218
H -0.971 0.736 -1.400
H 2.441 -1.845 -0.659
H -0.087 -1.327 -0.155
H -0.769 1.532 0.195
H -3.364 -0.277 -0.358
H 1.663 0.890 1.377
H -3.154 -1.340 0.587
H 2.084 -0.588 0.105
H 1.086 1.636 -1.482
H 1.605 2.545 0.602
H 2.885 1.364 0.164

Forces on atoms 1 to 3 (eV/Å):
O 0.42 -1.39 0.04
O 2.79 -0.05 -0.50
N 1.58 1.21 0.54


Table of energy above the lowest of the compared OMol25 structures with the same formula, charge and spin (eV), in record order: 2.1605 1.2439
Table of HOMO-LUMO gap (eV), in record order: 11.2 10.4